# 1
Molecular formula: C3H7NO2
Method: DFT, ωB97M-V/def2-TZVPD

## Properties
SMILES string = NC(=O)O.C=C

Geometry (Å):
O: 0.897 1.088 -0.875
O: 0.491 -0.569 0.637
N: 2.571 0.226 0.401
C: -2.129 0.121 0.056
C: 1.275 0.311 -0.015
C: -1.475 -0.655 -0.815
H: -1.451 -1.740 -0.727
H: 2.758 -0.283 1.250
H: -0.793 -0.214 -1.542
H: -0.472 -0.223 0.608
H: 3.141 1.032 0.197
H: -2.753 -0.298 0.840
H: -2.058 1.204 -0.016

Force components x, y, z for each atom (eV/Å):
O 0.1 -0.3 0.5
O 0.0 0.6 0.7
N 0.1 0.0 0.0
C -0.6 -0.1 -0.6
C 0.1 0.5 0.0
C -0.7 0.1 -0.2
H -0.3 0.2 -0.1
H 0.0 0.1 -0.1
H -0.4 -0.1 0.1
H 1.7 -0.7 -0.2
H 0.0 -0.2 -0.1
H 0.0 0.1 -0.1
H -0.1 -0.2 0.0

=====

# 2
Molecular formula: C3H7NO2
Method: DFT, ωB97M-V/def2-TZVPD

Geometry (Å):
O: -0.863 -1.444 -0.258
O: 0.281 0.512 -0.767
N: 1.602 0.420 0.423
C: -0.621 -0.083 0.018
C: 2.642 -0.170 0.058
C: -1.925 0.696 0.190
H: -2.577 0.178 0.890
H: -0.031 -0.078 1.035
H: 3.034 -0.073 -0.956
H: -1.706 1.697 0.555
H: -0.581 -1.608 -1.167
H: 3.166 -0.817 0.758
H: -2.422 0.769 -0.777

Force components x, y, z for each atom (eV/Å):
O 0.1 -0.3 -0.6
O 2.7 0.8 -0.1
N -1.2 -0.5 -0.2
C 0.1 -0.1 3.3
C 0.0 0.2 -1.2
C 0.3 -0.1 -0.5
H 0.0 0.0 0.0
H -1.7 -0.3 -0.9
H -0.4 -0.6 -0.2
H 0.0 0.0 0.0
H -0.1 0.0 0.1
H 0.3 0.7 0.4
H -0.2 0.1 0.0

=====

# 3
Molecular formula: C3H7NO2
Method: DFT, ωB97M-V/def2-TZVPD

## Properties
SMILES string = CC(=O)C(N)=O.[H][H]

Geometry (Å):
O: -0.410 0.501 -1.202
O: -0.343 -0.098 2.214
N: -2.064 0.564 0.851
C: 1.492 -0.316 0.028
C: -0.791 0.206 1.125
C: 0.084 0.169 -0.145
H: -2.309 0.814 -0.095
H: 2.103 0.494 0.439
H: 0.148 -1.150 -2.499
H: 1.507 -1.138 0.744
H: -2.716 0.726 1.600
H: 1.905 -0.625 -0.934
H: 0.472 -1.815 -2.567

Force components x, y, z for each atom (eV/Å):
O 0.2 0.1 0.4
O -0.1 0.2 -0.3
N 0.1 0.1 0.2
C -0.1 0.0 -0.1
C -0.2 -0.1 0.1
C 0.0 0.0 -0.4
H 0.1 0.0 0.1
H -0.1 -0.1 0.0
H 0.1 -0.1 -0.1
H 0.1 0.1 0.0
H 0.1 -0.1 0.0
H -0.1 0.1 0.1
H 0.0 -0.1 -0.1

=====

# 4
Molecular formula: C3H7NO2
Method: DFT, ωB97M-V/def2-TZVPD

## Properties
SMILES string = CCOC(N)=O

Geometry (Å):
O: 0.495 -0.984 0.005
O: 0.694 1.128 -0.627
N: 2.491 0.249 0.352
C: -1.754 0.203 0.263
C: 1.199 0.154 -0.102
C: -0.854 -0.763 -0.541
H: -2.780 -0.184 0.295
H: -0.802 -0.412 -1.580
H: -1.404 0.298 1.295
H: 2.749 1.226 0.350
H: -1.817 1.219 -0.147
H: -1.236 -1.780 -0.524
H: 3.020 -0.355 0.962

Force components x, y, z for each atom (eV/Å):
O 0.1 0.6 0.0
O 0.3 0.3 0.0
N -0.2 0.0 0.0
C 0.0 -0.1 0.1
C -0.2 0.8 -0.3
C -0.3 -0.2 0.0
H 0.2 -0.1 0.0
H 0.3 -0.3 0.4
H 0.0 -0.1 -0.1
H 0.2 -0.3 0.0
H 0.3 -0.4 0.0
H -0.2 0.0 0.0
H -0.6 -0.3 -0.1

=====

# 5
Molecular formula: C3H7NO2
Method: DFT, ωB97M-V/def2-TZVPD

## Properties
SMILES string = CNC(=O)OC

Geometry (Å):
O: 0.105 0.822 -1.119
O: 0.354 -1.357 -0.336
N: -0.482 0.397 0.953
C: -0.666 -0.338 2.192
C: -0.008 -0.167 -0.199
C: 0.701 0.311 -2.275
H: 0.262 0.989 -3.234
H: 1.909 0.464 -2.110
H: -0.471 1.415 1.029
H: -1.566 -0.983 2.153
H: 0.213 -1.024 2.403
H: -0.866 0.407 3.012
H: 0.515 -0.936 -2.469

Force components x, y, z for each atom (eV/Å):
O -0.5 -1.4 -0.1
O -1.3 2.9 0.4
N 0.0 0.1 0.2
C 0.1 -0.6 0.6
C 0.8 -1.5 1.5
C 2.0 -0.7 -3.7
H 1.5 -2.0 2.7
H -3.0 -0.4 -1.0
H -0.1 -0.8 -0.4
H 0.4 0.3 -0.1
H -0.9 1.0 -0.1
H 0.6 -0.8 -0.7
H 0.3 4.0 0.7

=====

# 6
Molecular formula: C3H7NO2
Method: DFT, ωB97M-V/def2-TZVPD

Geometry (Å):
O: 2.302 1.163 -0.129
O: -1.993 -1.150 1.667
N: -1.027 -0.294 -0.251
C: 0.160 0.094 0.260
C: -2.052 -0.936 0.481
C: 1.029 1.121 -0.417
H: 1.851 -1.157 -0.044
H: 0.291 -0.108 1.322
H: 2.322 -0.507 -0.072
H: -1.173 -0.169 -1.253
H: -2.894 -1.228 -0.176
H: 0.708 1.200 -1.494
H: 0.476 1.971 0.105

Force components x, y, z for each atom (eV/Å):
O -0.3 -0.2 -0.1
O 0.0 0.3 -1.2
N 0.4 0.1 0.0
C -0.1 0.3 -0.1
C 0.2 -0.1 0.7
C -0.1 -0.1 0.0
H 0.0 0.0 0.0
H 0.0 0.0 -0.2
H -0.1 0.0 0.0
H 0.0 0.0 0.3
H 0.2 0.1 0.3
H 0.2 0.0 0.3
H -0.2 -0.2 0.0

=====

# 7
Molecular formula: C3H7NO2
Method: DFT, ωB97M-V/def2-TZVPD

## Properties
SMILES string = O=CCNCO

Geometry (Å):
O: 0.552 1.103 2.683
O: -0.924 0.734 -2.085
N: 0.575 -0.169 -0.353
C: 0.561 0.085 2.007
C: -0.092 -0.343 -1.573
C: -0.334 -0.182 0.823
H: 0.724 -0.695 -2.259
H: 1.242 -0.770 2.320
H: -0.822 0.716 0.602
H: -1.068 1.333 -1.296
H: -0.828 -1.160 0.894
H: -0.853 -1.262 -1.435
H: 1.266 0.610 -0.327

Force components x, y, z for each atom (eV/Å):
O 0.0 -1.3 -1.3
O 0.9 0.6 1.7
N 1.0 -0.2 1.0
C 0.1 0.1 2.1
C -1.3 -2.8 -0.9
C 2.7 0.5 -0.8
H -1.2 0.9 -0.3
H -0.4 0.7 -0.5
H -2.5 0.9 1.0
H 0.1 -0.9 -1.5
H -0.2 0.6 -0.1
H 1.8 1.7 -0.3
H -0.9 -0.8 -0.1

=====

# 8
Molecular formula: C3H7NO2
Method: DFT, ωB97M-V/def2-TZVPD

## Properties
SMILES string = NC(=O)CCO

Geometry (Å):
O: -1.924 0.349 0.220
O: 2.294 -0.420 0.727
N: 0.879 1.347 0.188
C: -1.141 -0.456 -0.636
C: 1.194 -0.050 0.386
C: 0.083 -1.032 0.067
H: -0.820 0.094 -1.531
H: -1.784 -1.275 -0.975
H: 1.736 1.798 -0.133
H: 0.711 1.734 1.113
H: 0.566 -1.785 -0.566
H: -1.572 1.246 0.156
H: -0.223 -1.550 0.984

Force components x, y, z for each atom (eV/Å):
O 0.0 0.3 0.0
O -0.6 0.2 -0.4
N 0.3 -0.1 0.0
C 0.2 -0.3 -0.2
C 0.4 -0.2 0.2
C 0.0 -0.1 0.0
H -0.1 0.0 0.2
H 0.1 0.1 0.1
H 0.0 0.0 0.2
H -0.2 0.1 0.0
H -0.1 0.0 0.1
H 0.0 -0.1 0.1
H 0.1 0.1 -0.1

=====

# 9
Molecular formula: C3H7NO2S
Method: DFT, ωB97M-V/def2-TZVPD

Geometry (Å):
S: -2.542 -0.076 0.070
O: 1.393 0.413 0.028
O: 0.359 -1.609 -0.033
N: 0.429 -0.208 -0.496
C: 0.555 -0.334 -2.039
C: -1.180 0.333 0.723
C: -0.605 0.953 1.868
H: -1.011 1.959 1.960
H: -0.275 -0.902 -2.435
H: 0.483 1.000 1.709
H: 1.508 -0.834 -2.205
H: 0.600 0.682 -2.423
H: 1.144 -1.760 0.512
H: -0.858 0.382 2.761

Force components x, y, z for each atom (eV/Å):
S 0.0 0.1 0.4
O 1.0 0.1 -0.2
O -0.4 -0.6 -0.3
N -0.3 0.2 1.3
C -0.4 0.5 1.4
C -0.5 -1.0 -3.0
C 0.7 0.2 0.3
H 0.0 0.1 0.0
H -0.1 0.0 0.0
H 0.1 0.0 0.0
H -0.2 0.0 0.1
H -0.1 0.0 0.0
H 0.2 0.6 -0.1
H 0.1 0.0 0.0

=====

# 10
Molecular formula: C3H7NO2S
Method: DFT, ωB97M-V/def2-TZVPD

Geometry (Å):
S: -1.512 0.231 -0.294
O: 2.414 -0.225 -1.309
O: 1.779 1.661 -0.088
N: 0.368 0.081 1.759
C: 0.102 -0.332 -0.607
C: 1.666 0.313 -0.420
C: 0.919 -0.574 0.598
H: -4.594 -0.775 -0.961
H: 0.081 -1.170 -1.395
H: -5.262 -0.507 -0.686
H: 0.919 0.882 1.984
H: -0.612 0.230 1.520
H: 2.384 1.762 -0.850
H: 1.348 -1.577 0.748

Force components x, y, z for each atom (eV/Å):
S 1.8 0.2 -1.7
O -2.4 2.3 2.4
O 0.2 -2.4 -1.8
N 1.2 -1.8 -1.2
C -7.0 -4.6 0.0
C 5.2 -0.8 0.0
C -0.1 1.4 0.7
H -0.8 0.3 0.3
H 0.8 2.0 0.8
H 0.8 -0.3 -0.3
H -0.1 0.6 0.5
H 0.1 0.8 0.7
H 0.2 1.6 0.3
H 0.1 0.6 -0.6

=====

# 11
Molecular formula: C3H7NO2S
Method: DFT, ωB97M-V/def2-TZVPD

Geometry (Å):
S: 1.550 -1.034 -0.860
O: 2.356 -0.238 -1.787
O: -0.253 2.785 0.381
N: -1.290 0.789 -0.321
C: -0.914 1.798 0.151
C: -2.331 -0.186 -0.368
C: 1.576 -0.298 0.837
H: 2.473 -1.928 -0.285
H: 0.456 -0.186 1.016
H: 2.009 0.766 0.749
H: -2.628 -0.416 -1.435
H: -1.846 -1.063 0.105
H: 2.041 -0.943 1.585
H: -3.197 0.154 0.232

Force components x, y, z for each atom (eV/Å):
S 1.3 -1.1 1.7
O 0.1 0.8 -0.7
O -2.1 -2.2 0.2
N -1.1 -0.9 -0.6
C 3.3 3.9 -0.1
C 0.0 -0.6 0.0
C -1.9 1.9 -0.5
H -0.7 -0.2 -0.8
H 1.6 0.0 0.4
H -0.5 -1.8 0.2
H 0.4 0.3 1.3
H -0.9 0.0 -0.4
H 0.0 0.3 -0.2
H 0.3 -0.4 -0.4

=====

# 12
Molecular formula: C3H7NO2S
Method: DFT, ωB97M-V/def2-TZVPD

## Properties
SMILES string = CS(=O)(=O)[C@@H]1CN1

Geometry (Å):
S: 1.113 -0.427 0.028
O: 0.945 -0.962 -1.309
O: 2.052 -0.937 0.996
N: -1.535 0.163 -0.397
C: -1.788 -1.189 0.173
C: -0.682 -0.358 0.646
C: 1.378 1.426 -0.142
H: 1.568 1.718 0.854
H: -2.794 -1.070 0.636
H: -0.861 0.194 -1.275
H: -0.657 0.152 1.598
H: 0.496 1.760 -0.704
H: 2.371 1.540 -0.593
H: -1.604 -2.010 -0.512

Force components x, y, z for each atom (eV/Å):
S -1.7 1.1 0.0
O 0.7 -0.2 0.2
O -0.4 -0.1 -0.4
N 2.0 0.8 -1.9
C -0.9 0.7 -1.4
C 1.8 0.9 0.5
C 0.4 -2.6 -0.6
H -0.7 0.8 1.2
H 1.1 -0.9 0.1
H -2.3 -0.7 1.8
H -0.3 -0.1 0.3
H 0.6 0.5 0.4
H -0.5 -0.1 -0.6
H 0.0 -0.2 0.4

=====

Energy above the lowest of the compared OMol25 structures with the same formula, charge and spin for the records above, in order: 143.7, 506.8, 137.3, 58.4, 186.1, 484.8, 274.6, 109.6, 612.9, 517.3, 293.7, 338.3 kJ/mol
DFT total energy for the records above, in order: -323.7262, -323.5879, -323.7287, -323.7587, -323.7101, -323.5963, -323.6764, -323.7392, -721.7292, -721.7656, -721.8508, -721.8338 hartree